(1)
Computed, not measured: a molecular structure, C16H18ClCuN2S2, with ωB97M-V/def2-TZVPD.

Calculated values
- ΔE to the lowest compared entry with this formula, charge and spin (eV) = 1.247
- HOMO energy (spin up / spin down) (eV) = -3.590 / -3.541
- spin multiplicity = 2
- total charge = -1
- E (eV) = -98699.3357
- LUMO energy (spin up / spin down) (eV) = 2.83 / 1.55

Each line ends with the Mulliken spin population.
Geometry (Å):
Cu  0.50704  -1.06495  -0.75317  0.048
C  -0.15477  0.96157  -2.61362  0.000
N  0.24579  1.01584  -1.20124  -0.005
C  -0.80931  1.60756  -0.34108  0.002
C  -1.27635  0.64820  0.76505  -0.004
N  -1.56215  -0.66139  0.20039  0.003
C  -2.82781  -0.72127  -0.51331  0.001
C  -1.41732  -1.80889  1.05246  -0.003
C  -1.73725  -1.77807  2.39949  0.002
C  -1.56379  -2.90216  3.19201  0.000
C  -1.09413  -4.07609  2.62444  0.000
C  -0.78989  -4.12403  1.27165  0.000
C  -0.92432  -2.99305  0.46600  -0.003
S  -0.46022  -3.03187  -1.23855  0.006
C  1.52908  1.67915  -1.05876  0.074
C  1.64196  3.02226  -1.39835  -0.048
C  2.84022  3.70322  -1.26661  0.078
C  3.94958  3.03116  -0.76646  -0.040
C  3.85474  1.69618  -0.43415  0.057
C  2.65766  0.97887  -0.59771  -0.018
S  2.65505  -0.72500  -0.26144  0.553
H  -0.32967  1.96162  -3.03694  0.001
H  -1.06094  0.36547  -2.71318  0.001
H  0.63491  0.47566  -3.18612  -0.003
H  -1.65136  1.89754  -0.97688  0.000
H  -0.43573  2.51170  0.14252  0.006
H  -2.15005  1.09153  1.27018  0.000
H  -0.46299  0.52687  1.48016  -0.001
H  -3.68544  -0.70989  0.17600  0.000
H  -2.86057  -1.63329  -1.10937  -0.001
H  -2.92455  0.13380  -1.18654  0.000
H  -2.10285  -0.85962  2.84399  0.000
H  -1.76913  -2.85120  4.25427  0.000
H  -0.95047  -4.95659  3.24041  0.000
H  -0.40854  -5.03240  0.82367  0.000
H  0.76902  3.54819  -1.76891  0.000
H  2.90524  4.74739  -1.54574  0.006
H  4.88931  3.55576  -0.64097  -0.002
H  4.70375  1.16198  -0.02862  -0.001
Cl  1.62621  -0.39179  2.43506  0.290

=====

(2)
Computed, not measured: 5 unconnected molecules or ions with the total composition C5H20N10O5 at a distorted geometry, with ωB97M-V/def2-TZVPD.

Calculated values
- ΔE to the lowest compared entry with this formula, charge and spin (eV) = 1.557
- HOMO energy (spin up / spin down) (eV) = -11.894 / -11.894
- spin multiplicity = 2
- total charge = +1
- E (eV) = -30640.9320
- LUMO energy (spin up / spin down) (eV) = -2.92 / -9.00

Each line ends with the Mulliken spin population.
Geometry (Å):
C  -0.76538  -4.52303  1.87138  0.000
O  -1.31106  -4.73113  0.74615  0.000
N  -0.48895  -3.34197  2.08957  0.000
N  -0.40345  -5.34978  2.80391  0.000
H  -0.74116  -2.63031  1.41873  0.000
H  -0.19457  -3.00622  2.99551  0.000
H  -0.14011  -5.02492  3.72326  0.000
H  -0.49395  -6.35214  2.71914  0.000
C  1.74719  4.25909  0.76124  0.000
O  1.97332  5.20171  1.48884  0.000
N  1.50163  3.04076  1.00016  0.000
N  1.47414  4.46823  -0.46507  0.000
H  1.70567  2.35544  0.28685  0.000
H  1.76699  2.69825  1.91251  0.000
H  1.33763  5.40905  -0.80615  0.000
H  1.09844  3.71920  -1.02891  0.000
C  -2.77839  3.17099  0.21292  0.000
O  -2.97927  2.65249  -0.81623  0.000
N  -1.67407  3.70922  0.56430  0.000
N  -3.75162  3.13571  1.17448  0.000
H  -1.00340  3.92730  -0.15871  0.000
H  -1.41351  3.92836  1.51518  0.000
H  -3.63008  3.65733  2.03077  0.000
H  -4.59715  2.61957  0.97754  0.000
C  -0.09773  -0.20000  -0.63593  -0.001
O  0.53765  -1.16903  -1.08147  0.002
N  -1.23925  0.19128  -1.10932  0.001
N  0.02819  0.25652  0.56466  0.000
H  -1.45629  -0.30959  -1.95910  0.000
H  -1.56961  1.11720  -0.87773  0.000
H  -0.69406  0.83285  0.97245  0.000
H  0.56088  -0.34013  1.18139  0.000
C  2.56907  -3.13744  -3.33583  -0.038
O  3.41627  -3.64889  -4.07885  0.117
N  2.40902  -1.81789  -3.23221  0.725
N  1.74310  -3.79693  -2.53497  0.257
H  1.69634  -1.48360  -2.59940  -0.013
H  3.11454  -1.28981  -3.72563  -0.030
H  1.75549  -4.80644  -2.56393  -0.013
H  0.98755  -3.39130  -2.00138  -0.007

=====

(3)
Computed, not measured: a single C3H5F2NO molecule at a distorted geometry, with ωB97M-V/def2-TZVPD.

Calculated values
- ΔE to the lowest compared entry with this formula, charge and spin (eV) = 3.842
- HOMO energy (eV) = -8.375
- structure (SMILES) = CC(ON)=C(F)F
- total charge = 0
- E (eV) = -12161.0432
- LUMO energy (eV) = 0.93

Each line ends with the Löwdin charge.
Geometry (Å):
C  -0.13212  -0.25074  0.10627  -0.235
C  1.18805  -0.02168  0.60224  -0.279
C  -0.76158  -1.60879  -0.04356  -0.018
N  -0.11362  1.89459  -0.61569  0.024
O  -0.91811  0.83892  -0.25817  -0.112
F  1.91265  1.10449  0.60480  0.092
F  1.94478  -1.10458  0.81033  0.087
H  -0.37704  -2.04307  -1.04932  0.126
H  -1.81660  -1.65077  0.13805  0.074
H  -0.24982  -2.18900  0.71485  0.070
H  -0.59940  2.55534  -1.19548  0.092
H  -0.07720  2.47527  0.18570  0.078

=====

(4)
Computed, not measured: a gas-phase ion, C5H5ClF2N (charge +1) at a distorted geometry, with ωB97M-V/def2-TZVPD.

Calculated values
- ΔE to the lowest compared entry with this formula, charge and spin (eV) = 2.763
- HOMO energy (eV) = -14.935
- total charge = +1
- E (eV) = -24701.8675
- LUMO energy (eV) = -6.67

Each line ends with the Löwdin charge.
Geometry (Å):
C  -0.23231  0.06137  -1.69922  -0.054
C  1.10118  1.45722  -0.64813  -0.634
C  0.06217  -0.63243  0.35856  0.019
C  0.67808  0.72143  0.60835  -0.319
C  -1.22436  -1.11780  0.83972  -0.044
N  0.44036  1.18786  -1.76876  0.145
F  -1.07550  -0.28130  -2.59713  0.218
F  1.76631  0.43004  1.36425  0.038
Cl  2.33949  2.48013  -0.54664  1.043
H  0.75940  -1.35847  0.13279  0.115
H  0.06878  1.28540  1.22587  0.156
H  -2.07905  -0.49473  0.72836  0.102
H  -1.06464  -1.78657  1.69552  0.133
H  -1.53990  -1.95215  0.30646  0.081

=====

(5)
Computed, not measured: a single C5H9NO4S molecule, with ωB97M-V/def2-TZVPD.

Calculated values
- ΔE to the lowest compared entry with this formula, charge and spin (eV) = 0.000
- HOMO energy (eV) = -9.219
- structure (SMILES) = N[C@@H](CSCC(=O)O)C(=O)O
- total charge = 0
- E (eV) = -25847.2106
- LUMO energy (eV) = 0.41

Each line ends with the Löwdin charge.
Geometry (Å):
N  -1.98942  1.05913  -0.99872  0.039
H  -2.25392  0.22040  -1.50235  0.087
H  -1.69064  1.74302  -1.68907  0.100
C  -0.90698  0.77992  -0.06604  -0.370
C  0.47782  0.64010  -0.69532  -0.408
H  0.65795  1.45268  -1.40120  0.085
H  1.24622  0.65937  0.07473  0.089
S  0.62423  -0.93165  -1.62307  0.884
C  1.83745  -1.82569  -0.61261  -0.384
C  1.47786  -1.96829  0.84640  -0.601
O  2.29441  -1.98820  1.72414  0.119
O  0.16713  -2.09294  1.06497  0.078
H  -0.00483  -2.20454  2.01377  0.143
H  2.81267  -1.34422  -0.69568  0.093
H  1.89443  -2.82233  -1.05454  0.091
H  -1.14970  -0.15162  0.46054  0.137
C  -0.89415  1.88625  1.01136  -0.513
O  0.03565  2.07631  1.74171  0.118
O  -2.02454  2.57549  1.05742  0.115
H  -2.61166  2.23681  0.34358  0.098

=====

(6)
Computed, not measured: 7 unconnected molecules or ions with the total composition C25H52O9S7 at a distorted geometry, with ωB97M-V/def2-TZVPD.

Calculated values
- HOMO energy (eV) = -7.817
- total charge = 0
- E (eV) = -121033.6505
- LUMO energy (eV) = -0.14

Each line ends with the Löwdin charge.
Geometry (Å):
C  3.94133  -2.26085  -0.48719  -0.003
C  4.03793  -2.32634  -1.82705  -0.164
C  5.17521  -1.74758  -2.67018  -0.161
C  5.24573  -0.22926  -2.66153  -0.160
C  5.68876  0.44350  -3.71084  -0.473
S  6.26866  -0.31133  -5.21440  0.839
C  5.70764  1.97954  -3.65436  -0.388
O  6.53531  2.61858  -4.21818  0.105
C  4.56545  2.58089  -2.86463  0.060
C  4.11449  1.93235  -1.81194  -0.113
C  2.96833  2.40156  -0.92334  -0.181
O  1.72872  2.52188  -1.57968  -0.123
C  1.42092  1.37352  -2.37677  -0.208
C  -0.10373  1.20040  -2.55647  -0.191
C  -0.63273  0.01482  -1.68336  -0.094
C  4.85170  0.63819  -1.47887  -0.294
O  5.11270  0.38903  -0.34266  0.134
H  2.99463  -1.91581  -0.05990  0.067
H  4.80202  -2.49921  0.14494  0.068
H  3.24200  -2.87398  -2.34938  0.100
H  6.16176  -2.18910  -2.42617  0.132
H  4.97597  -2.04400  -3.71353  0.080
H  5.93004  0.64432  -6.12217  -0.103
H  4.08546  3.51660  -3.16373  0.143
H  3.25045  3.39812  -0.52949  0.091
H  2.86209  1.76059  -0.02877  0.132
H  1.88671  1.51716  -3.36670  0.119
H  1.80221  0.48214  -1.84712  0.120
H  -0.64127  2.13504  -2.34043  0.093
H  -0.29266  0.93824  -3.60988  0.100
H  -1.60038  0.31579  -1.25256  0.068
H  -0.77257  -0.87926  -2.30078  0.060
H  0.05803  -0.21248  -0.86048  0.066
C  4.33620  5.97002  2.43975  -0.265
S  4.07826  4.27450  1.89245  0.817
O  2.64957  4.14609  1.49837  -0.554
C  4.25784  3.52403  3.51738  -0.257
H  4.22807  6.62618  1.57789  0.051
H  3.59336  6.23208  3.19401  0.056
H  5.34190  6.07024  2.84872  0.054
H  3.51974  3.94416  4.20184  0.052
H  5.26603  3.70471  3.89087  0.055
H  4.09462  2.45224  3.41655  0.056
C  -1.26534  -4.24411  0.90250  -0.281
S  -0.32457  -4.48596  -0.61131  0.813
O  0.26748  -3.16708  -0.97160  -0.569
C  -1.74966  -4.74433  -1.67092  -0.258
H  -0.56441  -4.02293  1.70761  0.050
H  -1.95580  -3.41029  0.77888  0.035
H  -1.81506  -5.15587  1.13918  0.051
H  -2.40699  -3.87505  -1.62300  0.062
H  -2.28475  -5.63739  -1.34806  0.010
H  -1.39611  -4.87807  -2.69231  0.052
C  -6.19710  -2.64042  2.97358  -0.273
S  -4.58554  -2.43922  2.19601  0.814
O  -4.53737  -3.36636  1.03130  -0.563
C  -3.64321  -3.19958  3.52800  -0.261
H  -6.95456  -2.26208  2.28942  0.049
H  -6.38178  -3.69638  3.17527  0.053
H  -6.22614  -2.06762  3.90082  0.052
H  -3.99431  -4.21918  3.69412  0.056
H  -3.75709  -2.60742  4.43613  0.056
H  -2.59495  -3.21717  3.23652  0.035
C  -1.74722  3.30336  2.17100  -0.262
S  -0.37311  2.25703  2.66356  0.801
O  -0.94298  0.95678  3.11550  -0.564
C  0.06179  3.19437  4.13931  -0.274
H  -2.19905  2.87859  1.27629  0.043
H  -2.49013  3.34668  2.96946  0.059
H  -1.37610  4.30247  1.94747  0.029
H  -0.79287  3.23796  4.81601  0.053
H  0.36862  4.20011  3.85017  0.046
H  0.89115  2.68885  4.63169  0.042
C  -5.10588  -7.31269  1.04111  -0.268
S  -4.30122  -8.32595  -0.21060  0.819
O  -3.49946  -7.41037  -1.06518  -0.556
C  -5.80070  -8.72802  -1.12104  -0.271
H  -4.33820  -6.91782  1.70427  0.043
H  -5.63477  -6.48622  0.56517  0.059
H  -5.80027  -7.92858  1.61400  0.052
H  -6.28588  -7.81112  -1.45691  0.059
H  -6.47236  -9.29865  -0.47907  0.052
H  -5.52372  -9.33118  -1.98375  0.049
C  -3.19058  6.47876  -2.06768  -0.273
S  -1.81410  5.43017  -1.56912  0.813
O  -2.38626  4.13491  -1.11246  -0.552
C  -1.38491  6.37745  -0.09958  -0.274
H  -3.64097  6.04719  -2.95969  0.049
H  -3.93172  6.52171  -1.26880  0.057
H  -2.82074  7.47914  -2.29478  0.051
H  -2.24335  6.42820  0.57197  0.058
H  -1.07442  7.38071  -0.39276  0.053
H  -0.55835  5.87324  0.39952  0.041

=====

What is the total charge in the third record?
0